[1]
C4H13NS | ωB97M-V/def2-TZVPD

Results
SMILES = CCN.CCS
relative energy (zero: lowest compared OMol25 entry of this formula, charge and spin) = 0.471 eV
total energy = -16683.620 eV
max |F| = 1.90 eV/A
gap between HOMO and LUMO = 9.8 eV
multiplicity = 1
HOMO = -9.06 eV

Atoms and positions in Å:
1 C -2.4921 0.3716 -1.5055
2 C -0.9920 0.6122 -1.6559
3 S -0.1143 -1.0221 -1.3666
4 H -2.8857 0.0171 -2.4689
5 H -2.8318 -0.3049 -0.7289
6 H -3.0830 1.2924 -1.4100
7 H -0.7357 0.8540 -2.6766
8 H -0.6785 1.3442 -0.9191
9 C 1.2884 1.5184 2.3038
10 C 1.7088 0.2031 1.6114
11 N 0.8255 -0.8499 2.0747
12 H 2.1130 2.2244 2.3698
13 H 0.9701 1.2714 3.3134
14 H 0.4602 1.9919 1.7745
15 H 2.7261 -0.0099 1.9533
16 H 1.8128 0.3834 0.5350
17 H 0.1642 -1.1409 -2.6585
18 H -0.1025 -0.6512 1.7673
19 H 1.1043 -1.7767 1.7924

Here are the natural (NBO) charges for atoms 1 to 6, given in e: C -0.63; C -0.48; S -0.08; H 0.21; H 0.22; H 0.21



[2]
C2H9N6O2P | ωB97M-V/def2-TZVPD

Results
relative energy (zero: lowest compared OMol25 entry of this formula, charge and spin) = 0.000 eV
total energy = -24547.353 eV
max |F| = 5.63 eV/A
gap between HOMO and LUMO = 8.5 eV
multiplicity = 1
HOMO = -8.51 eV

Atoms and positions in Å:
1 C 2.2446 0.1261 -0.3799
2 C -1.5334 -0.0658 0.1090
3 N 2.9399 0.9690 -1.0633
4 N 1.4107 -0.8962 -0.8013
5 N 2.2148 0.3904 1.0057
6 N -2.3971 0.8527 0.4942
7 N -1.6254 -0.5858 -1.1017
8 N -0.5539 -0.5109 0.8585
9 O -0.3176 -2.7328 -0.5748
10 O 1.2436 -2.2732 1.4563
11 P 0.5051 -1.8802 0.2495
12 H -1.2338 -1.4311 -1.4163
13 H 1.6872 -1.2766 -1.6567
14 H 2.7833 1.0162 1.5560
15 H 1.7347 -0.2559 1.4998
16 H -3.0637 1.3757 -0.0490
17 H -2.0905 1.2247 1.3644
18 H -2.4292 -0.2578 -1.7367
19 H 2.8111 0.8224 -2.1123
20 H -0.2746 -0.1234 1.7604

Here are the natural (NBO) charges for atoms 1 to 6, given in e: C 0.59; C 0.67; N -0.76; N -1.00; N -0.85; N -0.78



[3]
C6H11IN | ωB97M-V/def2-TZVPD

Results
relative energy (zero: lowest compared OMol25 entry of this formula, charge and spin) = 6.004 eV
total energy = -15977.785 eV
max |F| = 5.03 eV/A
gap between HOMO and LUMO (alpha / beta) = 5.3 / 4.1 eV
multiplicity = 1
net charge = +1
HOMO (alpha / beta) = -11.33 / -10.64 eV

Atoms and positions in Å:
1 C -1.8748 0.2206 -1.0065
2 C -0.6798 0.1910 -2.0393
3 C -1.4346 0.3451 0.5617
4 C 0.0223 -0.0216 0.5585
5 C 0.1488 -1.5655 0.5924
6 C 0.9125 0.7105 1.4971
7 N 0.3535 0.5735 -0.8568
8 I -2.7293 0.7822 2.0950
9 H -2.6298 1.0072 -1.1630
10 H -2.3463 -0.7855 -0.9823
11 H -0.5696 0.7218 -2.9940
12 H -0.7250 -1.9175 1.3536
13 H 1.1262 -1.9551 0.8590
14 H -0.1394 -2.1307 -0.3097
15 H 1.9731 0.3908 1.3345
16 H 0.6398 0.5302 2.6547
17 H 0.8189 1.8195 1.2659
18 H 1.3761 0.3327 -1.2341
19 H 0.3763 1.6422 -0.7269

Here are the natural (NBO) charges for atoms 1 to 6, given in e: C -0.56; C -0.24; C 0.07; C -0.05; C -0.63; C -0.64



[4]
C29H31BN3O3PRh | ωB97M-V/def2-TZVPD

Results
relative energy (zero: lowest compared OMol25 entry of this formula, charge and spin) = 0.000 eV
total energy = -54159.927 eV
max |F| = 1.04 eV/A
gap between HOMO and LUMO = 6.9 eV
multiplicity = 1
net charge = +1
HOMO = -10.65 eV

Atoms and positions in Å:
1 Rh -0.8494 -0.5072 -0.4528
2 N 5.6485 0.8308 -8.2616
3 C 4.9238 0.6908 -7.3819
4 C 4.0131 0.5150 -6.2792
5 C 4.2121 1.2244 -5.0977
6 C 3.3355 1.0538 -4.0408
7 C 2.2487 0.1917 -4.1645
8 C 2.0527 -0.5107 -5.3501
9 C 2.9373 -0.3594 -6.4038
10 C 1.2891 0.0274 -3.0401
11 C -0.0138 0.4384 -3.2451
12 C -0.5474 1.1487 -4.3562
13 C -1.8630 1.4164 -4.0770
14 C -2.1173 0.8625 -2.8033
15 N -1.0335 0.2718 -2.3136
16 C 1.7893 -0.4949 -1.8406
17 C 3.0922 -0.9597 -1.5988
18 C 3.1562 -1.3716 -0.2773
19 C 1.8910 -1.1680 0.2649
20 N 1.0571 -0.6666 -0.6644
21 H 5.0487 1.9044 -5.0138
22 H 3.4847 1.6021 -3.1196
23 H 1.2132 -1.1880 -5.4404
24 H 2.7999 -0.9149 -7.3213
25 H 0.0093 1.4427 -5.2313
26 H -2.5728 1.9522 -4.6847
27 H -3.0559 0.8433 -2.2675
28 H 3.8845 -0.9906 -2.3284
29 H 4.0067 -1.7824 0.2406
30 H 1.5439 -1.3502 1.2666
31 C -0.6722 -3.0275 3.5457
32 P -1.6746 -2.0369 2.4482
33 C -2.8382 -3.1220 1.6294
34 C -2.6140 -0.9023 3.4660
35 O -0.7637 -1.3175 1.4670
36 H -1.2964 -3.5635 4.2613
37 H 0.0162 -2.3786 4.0878
38 H -0.0971 -3.7444 2.9597
39 H -3.6023 -3.4677 2.3264
40 H -2.3127 -3.9832 1.2165
41 H -3.3187 -2.5765 0.8158
42 H -2.9924 -1.4172 4.3500
43 H -3.4569 -0.4914 2.9105
44 H -1.9615 -0.0879 3.7841
45 C -6.1330 4.4200 4.2098
46 C -5.4636 4.8806 2.9070
47 C -6.5199 5.4906 1.9746
48 C -4.4372 5.9609 3.2476
49 C -4.8207 3.6742 2.2189
50 C -5.6309 2.6013 1.8298
51 C -5.1335 1.4598 1.2072
52 C -3.7788 1.4397 0.9866
53 O -2.9949 0.4301 0.3969
54 B -1.7132 0.9857 0.4194
55 O -1.6349 2.2096 0.9987
56 C -2.9610 2.4859 1.3530
57 C -3.4459 3.6134 1.9725
58 H -6.5812 5.2748 4.7197
59 H -5.4040 3.9663 4.8844
60 H -6.9230 3.6910 4.0245
61 H -6.9470 6.3846 2.4323
62 H -7.3378 4.7963 1.7772
63 H -6.0786 5.7764 1.0179
64 H -4.9405 6.7902 3.7453
65 H -3.9531 6.3592 2.3534
66 H -3.6661 5.5912 3.9272
67 H -6.6961 2.6561 2.0109
68 H -5.7771 0.6410 0.9156
69 H -2.7725 4.4117 2.2484

Here are the Löwdin charges for atoms 1 to 6, given in e: Rh 1.15; N 0.17; C -0.17; C -0.22; C 0.00; C -0.01



[5]
C11H19NNi | ωB97M-V/def2-TZVPD

Results
total energy = -54237.159 eV
⟨S²⟩ = 2.008
max |F| = 8.68 eV/A
gap between HOMO and LUMO (alpha / beta) = 2.7 / 4.3 eV
multiplicity = 3
net charge = -2
HOMO (alpha / beta) = 3.31 / 1.79 eV

Atoms and positions in Å:
1 C -0.9262 1.3788 -3.5251
2 C 0.4717 1.3537 -3.9057
3 C 1.2379 1.9467 -2.8379
4 C 0.3069 2.3227 -1.7794
5 C -1.0337 2.0133 -2.2404
6 Ni 0.4426 0.3232 -2.1304
7 N -0.6996 -1.8453 -0.5496
8 C -0.5988 -3.2029 -0.5264
9 C 0.3096 -2.3074 -1.6774
10 H 2.3133 1.9728 -2.7496
11 H 0.8547 0.8848 -4.7953
12 H 0.5471 2.6639 -0.7913
13 H -1.9198 2.0747 -1.6551
14 H -1.7465 0.9552 -4.0706
15 H 0.1595 -2.5463 -2.8078
16 H -1.2412 -3.8257 -0.8801
17 H -1.6925 -1.4729 -0.4707
18 H 1.4734 -2.0523 -1.3964
19 H 0.0317 -3.4149 0.3613
20 C -1.1230 0.1363 3.5556
21 C 0.2054 0.6385 2.9602
22 C 1.3865 -0.2220 3.4370
23 C 0.1622 0.6388 1.4940
24 H -1.3445 -0.8827 3.2126
25 H -1.9515 0.7844 3.2464
26 H -1.0792 0.1320 4.6505
27 H 0.3547 1.6905 3.2583
28 H 1.2943 -1.2473 3.0613
29 H 2.3305 0.1943 3.0721
30 H 1.4233 -0.2541 4.5303
31 H -0.3409 1.4549 0.9833
32 H 0.3920 -0.2858 0.9663

Here are the natural (NBO) charges for atoms 1 to 6, given in e: C -0.41; C -0.47; C -0.46; C -0.42; C -0.39; Ni 0.52



[6]
C3H4ClNS | ωB97M-V/def2-TZVPD

Results
SMILES = NC(=S)/C=C/Cl
relative energy (zero: lowest compared OMol25 entry of this formula, charge and spin) = 0.438 eV
total energy = -28022.665 eV
max |F| = 3.28 eV/A
gap between HOMO and LUMO = 8.4 eV
multiplicity = 1
HOMO = -8.56 eV

Atoms and positions in Å:
1 C 0.5048 -0.4371 -0.4838
2 C -0.3415 0.3217 0.3471
3 C -0.5060 1.5900 0.0195
4 H 0.9405 -2.4339 -0.2494
5 H 0.1841 -1.7013 1.0317
6 H -0.8942 -0.2160 1.0667
7 H 0.0947 2.0363 -0.7382
8 N 0.5575 -1.6152 0.1357
9 S 1.0596 -0.1637 -2.0413
10 Cl -1.5996 2.6192 0.9119

Here are the natural (NBO) charges for atoms 1 to 6, given in e: C 0.11; C -0.34; C -0.08; H 0.40; H 0.38; H 0.21



- Look up the total energy of the fourth one.
  -54159.927 eV



Copy entry 4 word for word.
C29H31BN3O3PRh | ωB97M-V/def2-TZVPD

Results
relative energy (zero: lowest compared OMol25 entry of this formula, charge and spin) = 0.000 eV
total energy = -54159.927 eV
max |F| = 1.04 eV/A
gap between HOMO and LUMO = 6.9 eV
multiplicity = 1
net charge = +1
HOMO = -10.65 eV

Atoms and positions in Å:
1 Rh -0.8494 -0.5072 -0.4528
2 N 5.6485 0.8308 -8.2616
3 C 4.9238 0.6908 -7.3819
4 C 4.0131 0.5150 -6.2792
5 C 4.2121 1.2244 -5.0977
6 C 3.3355 1.0538 -4.0408
7 C 2.2487 0.1917 -4.1645
8 C 2.0527 -0.5107 -5.3501
9 C 2.9373 -0.3594 -6.4038
10 C 1.2891 0.0274 -3.0401
11 C -0.0138 0.4384 -3.2451
12 C -0.5474 1.1487 -4.3562
13 C -1.8630 1.4164 -4.0770
14 C -2.1173 0.8625 -2.8033
15 N -1.0335 0.2718 -2.3136
16 C 1.7893 -0.4949 -1.8406
17 C 3.0922 -0.9597 -1.5988
18 C 3.1562 -1.3716 -0.2773
19 C 1.8910 -1.1680 0.2649
20 N 1.0571 -0.6666 -0.6644
21 H 5.0487 1.9044 -5.0138
22 H 3.4847 1.6021 -3.1196
23 H 1.2132 -1.1880 -5.4404
24 H 2.7999 -0.9149 -7.3213
25 H 0.0093 1.4427 -5.2313
26 H -2.5728 1.9522 -4.6847
27 H -3.0559 0.8433 -2.2675
28 H 3.8845 -0.9906 -2.3284
29 H 4.0067 -1.7824 0.2406
30 H 1.5439 -1.3502 1.2666
31 C -0.6722 -3.0275 3.5457
32 P -1.6746 -2.0369 2.4482
33 C -2.8382 -3.1220 1.6294
34 C -2.6140 -0.9023 3.4660
35 O -0.7637 -1.3175 1.4670
36 H -1.2964 -3.5635 4.2613
37 H 0.0162 -2.3786 4.0878
38 H -0.0971 -3.7444 2.9597
39 H -3.6023 -3.4677 2.3264
40 H -2.3127 -3.9832 1.2165
41 H -3.3187 -2.5765 0.8158
42 H -2.9924 -1.4172 4.3500
43 H -3.4569 -0.4914 2.9105
44 H -1.9615 -0.0879 3.7841
45 C -6.1330 4.4200 4.2098
46 C -5.4636 4.8806 2.9070
47 C -6.5199 5.4906 1.9746
48 C -4.4372 5.9609 3.2476
49 C -4.8207 3.6742 2.2189
50 C -5.6309 2.6013 1.8298
51 C -5.1335 1.4598 1.2072
52 C -3.7788 1.4397 0.9866
53 O -2.9949 0.4301 0.3969
54 B -1.7132 0.9857 0.4194
55 O -1.6349 2.2096 0.9987
56 C -2.9610 2.4859 1.3530
57 C -3.4459 3.6134 1.9725
58 H -6.5812 5.2748 4.7197
59 H -5.4040 3.9663 4.8844
60 H -6.9230 3.6910 4.0245
61 H -6.9470 6.3846 2.4323
62 H -7.3378 4.7963 1.7772
63 H -6.0786 5.7764 1.0179
64 H -4.9405 6.7902 3.7453
65 H -3.9531 6.3592 2.3534
66 H -3.6661 5.5912 3.9272
67 H -6.6961 2.6561 2.0109
68 H -5.7771 0.6410 0.9156
69 H -2.7725 4.4117 2.2484

Here are the Löwdin charges for atoms 1 to 6, given in e: Rh 1.15; N 0.17; C -0.17; C -0.22; C 0.00; C -0.01